[1]
This record from OMol25 describes C5H13N2 in the gas phase. The level of theory is wB97M-V/def2-TZVPD.

Atoms and positions in Å:
C (0.430, -0.770, -2.159)
C (1.600, -0.308, -1.342)
C (1.071, -0.141, 0.123)
C (0.178, 1.088, 0.377)
N (-0.627, 1.142, 1.695)
C (-1.408, 0.135, 2.008)
N (-2.295, -0.453, 1.155)
H (-0.137, -1.512, -1.514)
H (-0.271, 0.156, -2.139)
H (0.587, -1.314, -3.200)
H (2.420, -0.976, -1.443)
H (1.945, 0.616, -1.820)
H (1.874, 0.185, 0.773)
H (0.797, -1.033, 0.543)
H (0.755, 1.953, 0.405)
H (-0.725, 1.176, -0.395)
H (-0.250, 1.801, 2.350)
H (-1.543, -0.010, 3.096)
H (-1.930, -0.332, 0.131)
H (-2.471, -1.401, 1.356)

Atomic forces in eV per Å
-2.5081 -0.7281 -0.5362
-0.8036 0.7364 0.1450
2.2829 3.4227 -0.6786
-4.8761 -1.5713 -0.3318
3.0906 2.2513 -3.4480
-0.0748 -2.0812 4.6342
-0.0227 1.4405 -4.3075
0.5012 0.4655 -0.9133
0.8369 -1.7575 -1.0306
-0.1872 1.6888 2.0474
0.7625 -0.7889 0.4757
0.1014 0.2177 0.5927
0.9766 -0.4200 0.0731
-1.4680 -2.2785 0.7357
0.8714 1.5492 -0.4768
2.2867 0.1284 0.9706
-0.2524 -0.3522 0.3333
-0.2427 -0.1427 -0.8302
-1.1687 -0.6824 2.4298
-0.1060 -1.0977 0.1153

ΔE to the lowest compared entry with this formula, charge and spin = 1.6436 eV
⟨S²⟩ = 0.753
strongest force on any atom = 5.15 eV Å⁻¹
multiplicity = 2
lowest unoccupied orbital energy (alpha / beta) = 0.03890 / 0.03671 hartree


[2]
This record from OMol25 describes C23H20N7STc as an isolated structure. The level of theory is wB97M-V/def2-TZVPD.

Atoms and positions in Å:
Tc (-0.470, 1.559, 0.187)
S (-0.767, 1.730, -1.986)
C (-0.478, 0.051, -2.452)
N (-0.756, -0.184, -3.764)
N (-0.450, -1.215, -4.441)
C (0.457, -2.257, -4.369)
C (1.549, -2.335, -3.480)
C (2.422, -3.384, -3.612)
C (2.220, -4.368, -4.591)
C (1.144, -4.291, -5.474)
C (0.277, -3.231, -5.380)
N (-0.238, -0.882, -1.570)
N (-0.198, -0.453, -0.311)
C (-0.181, -1.435, 0.646)
C (-0.531, -2.778, 0.344)
C (-0.522, -3.716, 1.341)
C (-0.161, -3.358, 2.648)
C (0.196, -2.039, 2.955)
C (0.186, -1.084, 1.972)
H (-0.974, -1.219, -5.319)
H (1.722, -1.578, -2.735)
H (3.283, -3.453, -2.962)
H (2.920, -5.189, -4.669)
H (1.003, -5.046, -6.234)
H (-0.551, -3.138, -6.075)
H (-0.829, -3.037, -0.661)
H (-0.803, -4.738, 1.126)
H (-0.155, -4.110, 3.426)
H (0.497, -1.783, 3.961)
H (0.513, -0.077, 2.198)
N (-0.508, 3.662, 2.788)
C (-1.721, 3.068, 2.550)
C (-2.796, 3.444, 3.370)
C (-4.031, 2.891, 3.163)
C (-4.208, 1.951, 2.136)
C (-3.131, 1.627, 1.374)
N (-1.885, 2.171, 1.562)
C (0.751, 3.461, 2.281)
C (1.801, 4.193, 2.856)
C (3.076, 4.036, 2.382)
C (3.319, 3.139, 1.332)
C (2.264, 2.456, 0.815)
N (0.977, 2.602, 1.271)
H (-0.537, 4.352, 3.527)
H (-2.636, 4.169, 4.157)
H (-4.864, 3.180, 3.789)
H (-5.169, 1.497, 1.944)
H (-3.207, 0.918, 0.558)
H (1.591, 4.877, 3.668)
H (3.889, 4.600, 2.820)
H (4.312, 2.990, 0.936)
H (2.387, 1.752, 0.002)

Atomic forces in eV per Å
0.1651 -0.1602 0.8434
-0.0544 0.0942 -0.3881
-0.0469 0.0927 0.0845
0.0410 -0.0413 0.1074
-0.0276 0.0650 -0.0811
0.0687 -0.1444 0.0041
-0.0286 0.0365 0.0092
0.0204 -0.0409 -0.0085
-0.0052 0.0130 0.0030
0.0279 -0.0125 0.0155
-0.0638 0.0676 0.0098
0.0291 -0.1297 -0.0281
-0.0117 0.2582 -0.2327
0.0183 -0.0711 0.0889
-0.0114 -0.0073 -0.0183
0.0071 0.0042 0.0159
-0.0034 -0.0048 -0.0087
0.0047 -0.0031 0.0009
-0.0159 -0.0064 0.0276
0.0120 0.0217 0.0173
-0.0130 0.0275 0.0048
-0.0044 0.0147 0.0059
-0.0029 -0.0017 -0.0064
-0.0049 0.0039 -0.0044
0.0085 -0.0126 -0.0077
0.0065 0.0090 0.0125
-0.0030 0.0015 -0.0063
0.0016 0.0059 0.0054
-0.0024 -0.0027 0.0003
-0.0051 0.0131 -0.0195
-0.0097 0.0380 0.1060
-0.1787 -0.0141 -0.0016
0.0555 -0.0077 -0.0426
-0.0164 -0.0019 0.0015
-0.0237 0.0092 0.0294
0.0655 -0.0333 -0.0622
-0.0915 0.0140 -0.1204
0.1758 0.0398 -0.0577
-0.0459 -0.0227 -0.0243
0.0196 0.0179 0.0112
0.0300 -0.0095 -0.0069
-0.0617 -0.0224 -0.0139
-0.0179 -0.0771 -0.2277
0.0067 -0.0227 -0.0172
-0.0035 0.0023 -0.0010
-0.0005 -0.0030 0.0006
0.0023 -0.0020 -0.0094
-0.0213 0.0007 0.0060
-0.0049 0.0017 -0.0006
-0.0014 0.0011 0.0007
-0.0031 -0.0034 -0.0077
0.0183 0.0046 -0.0091

total charge = +3
⟨S²⟩ = 3.946
strongest force on any atom = 0.87 eV Å⁻¹
multiplicity = 4
lowest unoccupied orbital energy (alpha / beta) = -0.38231 / -0.43056 hartree


[3]
This record from OMol25 describes a 2-piece molecular cluster, C14H16O overall. The level of theory is wB97M-V/def2-TZVPD.

Atoms and positions in Å:
C (-3.144, -2.281, 3.130)
C (0.105, -0.394, 1.014)
C (-0.636, -1.413, 0.427)
C (-0.299, 0.105, 2.248)
C (-1.581, -2.092, 1.185)
C (-1.360, -0.484, 2.936)
C (-1.972, -1.621, 2.443)
H (0.925, 0.117, 0.529)
H (-0.456, -1.756, -0.582)
H (0.363, 0.813, 2.730)
H (-2.102, -2.910, 0.695)
H (-1.657, -0.035, 3.881)
H (-2.836, -2.886, 3.986)
H (-3.669, -2.891, 2.402)
H (-3.855, -1.531, 3.484)
C (1.520, -1.122, -2.765)
C (2.460, 2.330, -1.456)
C (2.532, 1.060, -2.031)
C (1.215, 2.918, -1.300)
C (1.394, 0.304, -2.275)
C (0.068, 2.184, -1.593)
C (0.139, 0.898, -2.093)
O (1.007, 4.112, -0.676)
H (3.372, 2.888, -1.329)
H (3.483, 0.578, -2.231)
H (1.806, 4.609, -0.439)
H (-0.867, 2.641, -1.305)
H (1.148, -1.862, -2.056)
H (2.571, -1.388, -2.911)
H (-0.757, 0.322, -2.281)
H (1.083, -1.212, -3.764)

Atomic forces in eV per Å
0.1009 0.3155 0.0616
-0.5062 0.6385 0.1045
0.3917 -0.4328 0.4472
0.5573 -0.9866 0.1113
-0.2214 0.6068 -0.4495
0.5456 0.4009 0.2156
-0.5419 -0.1926 -0.4860
0.0207 -0.2140 -0.3050
0.2072 0.0484 -0.0272
-0.4031 0.4318 0.0222
-0.0480 -0.0351 0.3301
-0.1019 -0.2446 -0.0172
-0.0517 -0.0385 -0.0999
-0.0705 -0.2702 0.1180
0.1021 -0.0286 0.0699
0.6353 0.2927 -0.4028
0.0164 0.0131 -1.2156
-0.2710 -0.2984 0.5076
0.2342 -0.5985 0.8800
-0.1580 -0.1707 -0.3649
-0.2358 0.2192 0.1533
0.6860 0.0277 0.2300
-0.0618 0.7115 0.0144
0.1479 0.1731 0.3519
0.1255 0.2540 0.1226
-0.1334 -0.6196 -0.3367
-0.2007 -0.0173 -0.2486
-0.3736 0.0784 -0.1824
0.0381 0.1544 0.0962
-0.0839 0.0742 0.0167
-0.3460 -0.2930 0.2828

ΔE to the lowest compared entry with this formula, charge and spin = 0.4007 eV
SMILES string = Cc1ccc(O)cc1.Cc1ccccc1
strongest force on any atom = 1.22 eV Å⁻¹
lowest unoccupied orbital energy = 0.02988 hartree


[4]
This record from OMol25 describes a 2-piece molecular cluster, C9H11O3 overall. The level of theory is wB97M-V/def2-TZVPD.

Atoms and positions in Å:
C (-2.842, 2.539, 0.620)
C (-3.670, 1.375, 1.169)
O (-2.951, 0.496, 1.865)
O (-4.861, 1.297, 1.021)
H (-1.774, 2.451, 0.760)
H (-3.317, 3.366, 1.159)
H (-3.068, 2.725, -0.429)
C (3.815, -1.050, -1.073)
C (-0.422, -0.882, 0.023)
C (0.588, -1.372, 0.922)
C (0.059, -0.429, -1.224)
C (1.925, -1.197, 0.661)
C (1.392, -0.604, -1.574)
C (2.395, -0.852, -0.612)
O (-1.672, -0.996, 0.348)
H (-2.299, -0.025, 1.228)
H (0.222, -1.827, 1.834)
H (-0.539, 0.147, -1.925)
H (2.642, -1.293, 1.479)
H (1.830, -0.649, -2.570)
H (4.547, -0.869, -0.286)
H (4.049, -0.323, -1.858)
H (3.949, -2.029, -1.540)

Atomic forces in eV per Å
-1.2697 0.1130 -0.0607
1.3273 -0.6617 -0.2545
-0.5330 0.1631 0.0322
-0.4335 0.3558 0.0957
0.0481 0.0007 0.2690
0.6423 0.3513 -0.0012
-0.0396 -0.1879 -0.0874
-0.1062 0.6255 -0.2252
0.3043 -0.9869 0.4137
-0.6180 0.6826 -0.2859
0.3014 0.3517 -0.6481
0.7952 0.1031 0.2683
1.7124 -0.1195 1.0328
-1.2668 -0.6855 -0.4053
0.0045 0.8181 -0.1971
0.1686 -0.4736 -0.0285
0.1294 0.2893 0.2012
-0.5753 -0.6574 -0.0077
-0.0243 -0.4747 -0.1497
-0.7878 0.8359 -0.3697
0.0167 -0.3190 0.1187
0.0073 0.0215 -0.0061
0.1967 -0.1454 0.2955

total charge = -1
ΔE to the lowest compared entry with this formula, charge and spin = 1.0992 eV
strongest force on any atom = 2.00 eV Å⁻¹
lowest unoccupied orbital energy = 0.12791 hartree